{"formula": "C38H38GeN3O7P2Pt", "method": "wB97M-V/def2-TZVPD", "elements": ["Pt", "C", "C", "C", "C", "C", "C", "N", "C", "C", "C", "C", "C", "N", "C", "C", "C", "C", "C", "C", "N", "H", "H", "H", "H", "H", "H", "H", "H", "H", "H", "H", "H", "H", "H", "H", "C", "C", "O", "P", "O", "O", "O", "P", "O", "O", "O", "H", "H", "H", "H", "H", "H", "H", "C", "Ge", "C", "C", "C", "C", "C", "C", "C", "C", "C", "C", "C", "C", "C", "C", "C", "C", "C", "C", "H", "H", "H", "H", "H", "H", "H", "H", "H", "H", "H", "H", "H", "H", "H", "H"], "coordinates": [[-0.42886, 0.36763, 0.63329], [2.87029, 0.97767, -0.12979], [2.58003, 0.61970, 1.28650], [3.66550, 0.56397, 2.16684], [3.48856, 0.24568, 3.48418], [2.20211, -0.00893, 3.94594], [1.15296, 0.08419, 3.07234], [1.33299, 0.38256, 1.73980], [-0.25329, -0.13332, 3.53486], [-0.73906, -0.09120, 4.82891], [-2.10767, -0.27641, 5.00585], [-2.95724, -0.46667, 3.91759], [-2.38544, -0.46306, 2.66086], [-1.08157, -0.33208, 2.52959], [-3.08865, -0.43800, 1.34428], [-4.37523, -0.88138, 1.18425], [-5.01441, -0.66866, -0.03105], [-4.36495, 0.03787, -1.01253], [-3.05176, 0.46086, -0.82135], [-2.37657, 1.32252, -1.84067], [-2.40293, 0.14458, 0.31526], [3.82338, 0.54105, -0.42544], [2.09262, 0.64508, -0.81001], [2.92242, 2.06755, -0.20497], [4.65086, 0.77195, 1.77516], [4.33323, 0.19724, 4.15844], [2.02367, -0.27628, 4.97736], [-0.09110, 0.11740, 5.66786], [-2.52443, -0.23302, 6.00269], [-4.02618, -0.54966, 4.04998], [-4.87719, -1.38030, 2.00056], [-6.03154, -1.00602, -0.17869], [-4.86638, 0.29708, -1.93432], [-3.11748, 1.90013, -2.39109], [-1.67769, 2.01033, -1.36611], [-1.83201, 0.71870, -2.57001], [0.25347, 3.84929, 3.44264], [-0.25080, 4.47492, 2.14028], [-0.40870, 5.89245, 2.27378], [-1.92296, 3.85844, 1.78221], [-2.23117, 4.28619, 0.27897], [-2.92021, 4.77138, 2.61951], [-2.12530, 2.43270, 2.11010], [0.88840, 4.03828, 0.73283], [0.64165, 5.24403, -0.31575], [2.28743, 4.03778, 1.24185], [0.28595, 2.81722, 0.08538], [-0.40976, 4.10043, 4.27238], [1.26008, 4.21538, 3.64586], [0.30352, 2.76560, 3.35088], [0.43911, 6.26784, 2.54317], [-1.50024, 4.02271, -0.30213], [-2.82995, 5.70922, 2.41552], [1.34571, 5.89652, -0.28505], [0.13308, 0.13641, -1.08331], [0.61649, -1.59621, -1.99413], [1.98672, -2.47153, -0.95750], [2.98481, -3.16747, -1.64181], [3.96139, -3.86563, -0.94163], [3.95170, -3.87354, 0.44619], [2.95673, -3.19634, 1.13681], [1.97731, -2.50229, 0.43765], [-0.91049, -2.76937, -2.15120], [-0.80962, -4.06285, -1.63698], [-1.85390, -4.96854, -1.78741], [-3.01106, -4.59489, -2.45234], [-3.12671, -3.31292, -2.97180], [-2.08462, -2.40906, -2.82175], [1.32534, -1.09988, -3.71029], [0.66730, -1.40390, -4.90326], [1.19832, -1.00869, -6.12578], [2.39282, -0.30613, -6.17041], [3.06217, 0.00232, -4.99297], [2.53080, -0.39090, -3.77405], [0.30020, 1.03379, -1.69854], [3.01099, -3.15804, -2.72533], [4.73049, -4.40302, -1.48081], [4.71548, -4.41569, 0.98838], [2.93881, -3.21588, 2.21963], [1.18693, -2.00586, 0.98267], [0.08772, -4.37111, -1.11387], [-1.75962, -5.96898, -1.38569], [-3.81815, -5.30484, -2.57719], [-4.02310, -3.02269, -3.50556], [-2.18938, -1.42747, -3.26065], [-0.25791, -1.96815, -4.88689], [0.68087, -1.25339, -7.04414], [2.80678, -0.00225, -7.12280], [3.99816, 0.54419, -5.02805], [3.06994, -0.14833, -2.86394]], "atomic_forces_ev_per_a": [[-0.3, -2.4, 1.7], [-0.1, 0.1, 0.1], [-0.2, 0.1, 0.2], [0.1, 0.0, -0.1], [0.1, 0.0, 0.2], [0.1, 0.1, 0.1], [-0.3, 0.1, 0.0], [0.5, 0.1, 0.1], [0.6, 0.0, -0.1], [-0.1, -0.1, 0.1], [0.0, 0.0, -0.1], [0.1, -0.1, 0.2], [-0.3, -0.1, -0.5], [0.1, 1.4, -0.2], [0.1, 0.2, 0.2], [-0.1, 0.0, 0.0], [-0.1, -0.1, 0.1], [0.0, 0.1, 0.0], [0.0, 0.1, 0.3], [0.0, -0.1, 0.1], [-0.8, -0.1, -0.4], [0.0, 0.0, 0.0], [0.1, 0.0, 0.0], [0.0, 0.0, 0.0], [0.0, 0.0, 0.0], [0.0, 0.0, 0.0], [0.0, 0.0, 0.0], [0.0, 0.0, 0.0], [0.0, 0.0, 0.0], [0.0, 0.0, 0.0], [0.0, 0.0, 0.0], [0.0, 0.0, 0.0], [0.0, 0.0, 0.0], [0.0, -0.1, 0.0], [0.0, 0.0, 0.0], [0.1, -0.1, -0.1], [0.0, 0.1, -0.1], [0.1, 0.0, 0.1], [0.1, 0.0, 0.1], [-0.2, -0.1, 0.1], [-0.2, 0.0, 0.1], [0.0, -0.3, -0.2], [0.0, 0.0, 0.0], [0.3, 0.0, 0.2], [-0.1, -0.2, 0.0], [-0.1, -0.1, -0.2], [-0.1, 0.4, -0.2], [0.0, 0.0, 0.0], [0.0, 0.0, 0.0], [0.0, -0.1, 0.0], [0.0, 0.0, 0.0], [0.1, 0.0, -0.1], [0.1, 0.2, 0.0], [0.1, 0.1, 0.0], [0.9, 0.9, -1.6], [-0.2, 0.1, 0.1], [0.2, -0.1, 0.2], [0.1, 0.1, 0.1], [0.0, 0.0, 0.0], [0.0, 0.0, 0.0], [-0.1, 0.0, 0.0], [0.1, -0.2, -0.1], [-0.4, -0.1, 0.0], [-0.1, 0.0, 0.0], [0.1, 0.0, 0.0], [0.0, 0.0, 0.0], [0.0, 0.0, 0.0], [0.1, -0.2, 0.1], [0.2, 0.2, -0.4], [0.1, 0.0, 0.0], [0.0, 0.0, 0.0], [0.0, 0.0, 0.0], [0.0, 0.0, 0.0], [-0.1, 0.0, 0.0], [0.0, -0.1, -0.1], [0.0, 0.0, 0.0], [0.0, 0.0, 0.0], [0.0, 0.0, 0.0], [0.0, 0.0, 0.0], [-0.1, 0.0, 0.0], [0.0, 0.0, 0.0], [0.0, 0.0, 0.0], [0.0, 0.0, 0.0], [0.0, 0.0, 0.0], [0.0, 0.2, 0.0], [0.0, 0.0, 0.0], [0.0, 0.0, 0.0], [0.0, 0.0, 0.0], [0.0, 0.0, 0.0], [0.0, 0.0, 0.0]], "total_charge": 1, "de_lowest_kcal_mol": 13.6, "homo_ev": -11.12, "spin_multiplicity": 1, "orbital_gap_ha": 0.272, "e_lumo_ev": -3.71}

=====

{"formula": "C38H38N3O3", "method": "wB97M-V/def2-TZVPD", "elements": ["O", "C", "C", "C", "C", "C", "C", "C", "C", "C", "C", "C", "C", "C", "N", "C", "C", "O", "C", "C", "C", "C", "C", "C", "C", "C", "N", "C", "C", "O", "C", "C", "C", "C", "N", "C", "C", "C", "C", "C", "C", "C", "C", "C", "H", "H", "H", "H", "H", "H", "H", "H", "H", "H", "H", "H", "H", "H", "H", "H", "H", "H", "H", "H", "H", "H", "H", "H", "H", "H", "H", "H", "H", "H", "H", "H", "H", "H", "H", "H", "H", "H"], "coordinates": [[-0.07132, -1.71189, -0.06886], [-0.73714, -2.49449, 0.61312], [-2.22268, -2.49644, 0.45340], [-2.77366, -1.52443, -0.40157], [-4.12836, -1.22387, -0.33384], [-4.97204, -1.95777, 0.51034], [-4.45372, -3.04293, 1.22553], [-3.09512, -3.33595, 1.17192], [-0.09489, -3.35520, 1.69640], [0.09845, -2.59738, 3.00676], [-1.17275, -1.76832, 3.31688], [-1.38426, -0.52722, 2.71252], [-2.61439, 0.12570, 2.82472], [-3.62008, -0.40352, 3.66054], [-4.89221, 0.18737, 3.75263], [-5.35881, 0.50536, 5.09716], [-6.83142, 0.91125, 5.09896], [-7.14325, 1.85099, 4.07197], [-6.77145, 1.37424, 2.77519], [-5.27117, 1.12227, 2.69235], [-3.34715, -1.58544, 4.38185], [-2.15197, -2.26881, 4.18698], [1.38924, -1.78462, 3.23008], [2.63574, -2.23796, 2.79896], [3.77820, -1.45945, 2.91650], [3.76362, -0.30155, 3.72298], [4.92519, 0.45814, 3.86695], [5.31164, 0.87610, 5.21933], [6.54183, 1.78155, 5.22206], [7.55686, 1.36658, 4.31461], [7.06920, 1.22761, 2.97772], [5.99391, 0.15308, 2.92220], [2.54425, 0.06880, 4.33517], [1.38151, -0.64732, 4.06201], [1.10256, -4.10003, 1.07410], [1.42520, -5.31870, 1.62578], [2.62768, -5.92772, 1.38536], [3.56804, -5.36374, 0.49362], [4.88177, -5.83961, 0.28975], [5.74727, -5.20984, -0.59648], [5.31367, -4.08400, -1.33370], [4.02449, -3.59685, -1.15675], [3.14122, -4.19073, -0.21642], [1.91011, -3.60740, 0.10103], [-2.11347, -0.97385, -1.07297], [-4.51997, -0.40078, -0.93226], [-6.02941, -1.69911, 0.58974], [-5.11300, -3.64468, 1.85639], [-2.70351, -4.20811, 1.70527], [-0.76174, -4.17427, 1.97492], [0.10776, -3.38104, 3.78485], [-0.59124, -0.06432, 2.11665], [-2.76822, 1.06692, 2.28804], [-5.22159, -0.36904, 5.73934], [-4.78046, 1.35264, 5.51991], [-7.45135, 0.00033, 5.00189], [-7.07050, 1.44484, 6.02986], [-7.30482, 0.43630, 2.51785], [-7.06202, 2.18737, 2.09323], [-4.73219, 2.08493, 2.80514], [-5.02871, 0.68626, 1.71150], [-4.10737, -1.98848, 5.05721], [-1.97973, -3.22764, 4.68541], [2.74950, -3.21984, 2.36654], [4.68858, -1.81864, 2.44079], [5.55209, -0.00784, 5.84478], [4.46964, 1.40132, 5.67940], [6.22474, 2.81460, 5.00167], [7.03685, 1.72942, 6.19915], [7.94069, 0.90156, 2.39073], [6.64931, 2.17432, 2.58126], [6.46042, -0.82526, 3.15150], [5.57176, 0.12994, 1.90757], [2.50245, 0.93662, 5.00047], [0.44485, -0.31830, 4.51463], [0.66005, -5.73481, 2.27877], [2.85431, -6.84912, 1.91051], [5.21176, -6.71014, 0.85469], [6.76522, -5.57624, -0.73869], [5.99649, -3.60024, -2.04018], [3.66371, -2.73515, -1.72642], [1.58965, -2.71181, -0.41707]], "atomic_forces_ev_per_a": [[-0.4, -1.1, 1.0], [-0.3, 1.2, -1.3], [-0.4, -0.4, -0.2], [0.0, 0.2, 0.3], [-0.1, -0.2, -0.1], [0.4, -0.1, 0.0], [-0.2, 0.0, -0.1], [0.3, 0.3, 0.0], [0.0, -0.8, -1.5], [0.6, 0.7, 1.9], [0.2, -0.2, -0.1], [-0.4, 0.0, -0.2], [0.2, -0.2, 0.3], [0.0, -0.1, -0.1], [0.2, -0.5, -0.5], [0.0, 0.7, 0.1], [-0.1, 0.0, -0.1], [0.3, -0.6, -0.3], [-0.1, 0.3, 0.2], [0.1, 0.3, 0.5], [0.1, 0.1, -0.1], [0.1, 0.1, -0.3], [-0.1, -0.1, 0.3], [-0.2, 0.4, -0.3], [-0.2, 0.0, 0.6], [-0.1, -0.1, -0.3], [-0.1, 0.4, -0.3], [0.3, -0.7, 0.0], [0.1, 0.2, -0.2], [-0.5, 0.0, -0.4], [0.1, -0.2, 0.4], [0.3, 0.0, 0.4], [0.1, -0.3, -0.1], [0.2, 0.1, -0.2], [0.6, 0.3, -0.7], [0.3, 0.0, 0.3], [-0.6, -0.1, 0.3], [0.0, 0.9, -0.4], [0.4, -0.1, -0.2], [-0.6, -0.2, 0.4], [-0.8, 0.3, 0.0], [0.5, 0.1, -0.3], [0.5, -0.9, 0.2], [-0.7, 0.0, 0.7], [-0.2, 0.0, 0.4], [0.0, -0.3, 0.1], [0.3, -0.1, 0.0], [0.2, 0.2, -0.3], [-0.3, 0.5, 0.0], [0.0, 0.1, -0.4], [0.1, 0.1, -0.2], [-0.3, -0.2, 0.1], [0.0, -0.4, 0.3], [-0.1, 0.2, 0.0], [0.0, -0.3, -0.1], [0.0, 0.3, 0.0], [0.0, -0.4, -0.2], [0.0, 0.4, 0.2], [0.1, -0.4, 0.1], [-0.2, -0.2, -0.1], [0.0, 0.1, 0.3], [0.3, 0.1, -0.3], [-0.1, 0.3, -0.1], [0.1, 0.1, -0.1], [-0.2, 0.1, 0.3], [-0.2, 0.1, -0.2], [0.2, -0.1, 0.0], [0.2, -0.1, 0.0], [-0.4, 0.2, -0.1], [-0.4, 0.3, 0.0], [0.3, -0.2, 0.3], [-0.1, 0.2, -0.1], [0.1, -0.1, 0.3], [0.0, -0.4, -0.3], [0.3, -0.1, -0.2], [0.4, 0.1, 0.0], [-0.1, 0.0, -0.1], [0.0, 0.2, -0.2], [-0.3, 0.0, 0.1], [-0.4, -0.2, 0.3], [0.2, -0.2, 0.2], [0.0, 0.0, 0.4]], "total_charge": 1, "homo_ev": -9.94, "spin_multiplicity": 1, "orbital_gap_ha": 0.219, "e_lumo_ev": -3.99, "smiles": "O=C(c1ccccc1)[C@H](C(c1ccc(N2CCOCC2)cc1)c1ccc(N2CCOCC2)cc1)[n+]1ccc2ccccc2c1"}